1.
A cluster of 2 separate species, H3N3O2 in total in a non-equilibrium geometry, computed with ωB97M-V/def2-TZVPD.

Last column: Mulliken charge in e.
Geometry (Å):
N 0.06 0.78 -0.35  0.69
N 0.07 -0.97 0.73  -0.11
N -0.08 0.61 -1.52  -0.54
O 0.19 1.65 0.43  -0.52
O 0.79 -1.27 1.81  -0.40
H 0.09 -1.84 0.13  0.29
H -0.81 -0.48 0.89  0.32
H -0.30 1.51 -2.11  0.27

The calculation puts the HOMO-LUMO gap (spin up / spin down) at 8.79 / 8.89 eV. Its multiplicity is 1. As for the molar mass: 77.043 g/mol. The calculation puts the relative energy (zero: lowest compared OMol25 entry of this formula, charge and spin) at 2.7936 eV. The HOMO energy (spin up / spin down) comes out at -9.6 / -9.2 eV.

=====

2.
A cluster of 2 separate species, H3N3O2S in total in a non-equilibrium geometry, computed with ωB97M-V/def2-TZVPD.

Last column: Mulliken charge in e.
Geometry (Å):
N -0.03 -1.34 1.42  -0.51
N 0.32 -0.27 1.06  0.24
N -0.70 1.35 -0.69  0.22
O 1.59 -0.23 0.58  -0.39
O 0.36 1.84 -0.95  -0.42
S -1.42 0.30 -1.93  -0.05
H -2.36 -0.12 -0.88  0.22
H 0.68 -2.15 1.37  0.26
H 1.56 0.63 0.03  0.44

The calculation puts the HOMO-LUMO gap (spin up / spin down) at 8.63 / 7.95 eV. Its multiplicity is 3. As for the molar mass: 109.110 g/mol. The calculation puts the relative energy (zero: lowest compared OMol25 entry of this formula, charge and spin) at 0.0000 eV. The HOMO energy (spin up / spin down) comes out at -8.4 / -10.0 eV.

=====

3.
The molecule H3N3O3S in a non-equilibrium geometry, computed with ωB97M-V/def2-TZVPD.

Last column: Mulliken charge in e.
Geometry (Å):
H 1.48 1.61 1.59  0.26
N 1.08 0.92 0.96  -0.14
N 0.01 1.30 0.54  -0.11
N -0.32 0.42 -0.93  0.24
O 0.68 -0.16 -1.38  -0.17
O 1.20 -1.45 -0.62  -0.29
O -1.40 -0.39 -0.67  -0.21
S -1.83 -0.82 0.80  -0.01
H 1.79 -1.56 -1.30  0.29
H -2.70 0.14 1.01  0.15

The calculation puts the HOMO-LUMO gap at 8.95 eV. Its multiplicity is 1. As for the molar mass: 125.109 g/mol. The SMILES is [H]/N=N/N(OO)OS. The calculation puts the relative energy (zero: lowest compared OMol25 entry of this formula, charge and spin) at 6.2662 eV. The HOMO energy comes out at -8.9 eV.

=====

4.
A cluster of 2 separate species, H3N3O3S2 in total in a non-equilibrium geometry, computed with ωB97M-V/def2-TZVPD.

Last column: Mulliken charge in e.
Geometry (Å):
N 1.34 1.18 -0.46  -0.11
N 1.04 0.06 0.14  -0.42
N -1.39 -1.23 0.48  0.86
O -1.20 -0.66 1.55  -0.59
O -2.24 -0.96 -0.34  -0.50
O -0.65 -2.85 -1.32  -0.38
S 0.85 2.83 -0.43  -0.07
S -0.18 -2.41 -0.01  0.50
H 0.12 2.96 0.71  0.16
H 1.84 0.88 -1.27  0.28
H 0.46 0.20 0.97  0.29

The calculation puts the HOMO-LUMO gap (spin up / spin down) at 5.64 / 9.18 eV. Its multiplicity is 1. As for the molar mass: 157.176 g/mol. The calculation puts the relative energy (zero: lowest compared OMol25 entry of this formula, charge and spin) at 5.0552 eV. The HOMO energy (spin up / spin down) comes out at -7.6 / -9.3 eV.

=====

5.
The molecule H3N3OS in a non-equilibrium geometry, computed with ωB97M-V/def2-TZVPD.

Last column: Mulliken charge in e.
Geometry (Å):
N 0.59 -0.36 0.16  -0.53
S -0.68 -1.40 0.00  0.12
N -2.03 -0.35 -0.37  0.09
N -3.11 -0.43 0.31  -0.08
O -3.98 0.75 -0.02  -0.49
H 0.84 0.10 -0.74  0.28
H 0.57 0.41 0.83  0.30
H -1.76 0.54 -0.97  0.31

The calculation puts the HOMO-LUMO gap (spin up / spin down) at 9.32 / 9.32 eV. Its multiplicity is 1. As for the molar mass: 93.111 g/mol. The SMILES is NSNN=O. The calculation puts the relative energy (zero: lowest compared OMol25 entry of this formula, charge and spin) at 4.5531 eV. The HOMO energy (spin up / spin down) comes out at -9.5 / -9.5 eV.

=====

6.
A cluster of 2 separate species, H3N4O2 in total in a non-equilibrium geometry, computed with ωB97M-V/def2-TZVPD.

Last column: Mulliken charge in e.
Geometry (Å):
N 2.67 0.65 0.24  -0.20
N 0.56 1.45 -0.25  -0.61
N -0.70 1.01 0.27  -0.38
N 1.47 0.58 -0.10  0.80
O 0.55 -1.18 -0.11  -0.93
O 3.52 -0.23 -0.06  -0.60
H -1.46 1.39 -0.30  0.24
H -0.72 -0.04 0.42  0.37
H 1.54 -1.38 0.02  0.31

The calculation puts the HOMO-LUMO gap (spin up / spin down) at 7.60 / 7.35 eV. Its multiplicity is 1. Its total charge is -1. As for the molar mass: 91.050 g/mol. The calculation puts the relative energy (zero: lowest compared OMol25 entry of this formula, charge and spin) at 1.8004 eV. The HOMO energy (spin up / spin down) comes out at -3.0 / -2.9 eV.

=====

7.
A cluster of 2 separate species, H3N4O2 in total in a non-equilibrium geometry, computed with ωB97M-V/def2-TZVPD.

Last column: Mulliken charge in e.
Geometry (Å):
N -1.67 -0.58 -0.69  0.07
N 2.01 -0.01 0.55  -0.71
N -1.36 -1.68 -0.49  -0.44
N -1.49 0.62 -0.11  0.69
O -0.60 1.34 -0.63  -0.62
O -2.60 1.03 0.44  -0.69
H 1.15 -0.45 0.89  0.25
H 2.64 -0.81 0.38  0.19
H 1.93 0.53 -0.33  0.25

The calculation puts the HOMO-LUMO gap (spin up / spin down) at 6.86 / 7.32 eV. Its multiplicity is 1. Its total charge is -1. As for the molar mass: 91.050 g/mol. The calculation puts the relative energy (zero: lowest compared OMol25 entry of this formula, charge and spin) at 0.6487 eV. The HOMO energy (spin up / spin down) comes out at -2.4 / -2.8 eV.

=====

8.
A cluster of 2 separate species, H3N6 in total in a non-equilibrium geometry, computed with ωB97M-V/def2-TZVPD.

Last column: Mulliken charge in e.
Geometry (Å):
N 1.44 -1.58 -1.82  -0.12
N 0.91 -0.39 -1.69  -0.26
N 0.67 -1.38 0.18  -0.19
N 1.29 -2.18 -0.70  0.35
N 0.54 -0.27 -0.50  0.30
N -1.12 1.25 0.72  -0.13
H 1.58 -3.18 -0.55  0.33
H -0.78 1.55 1.69  0.35
H -1.81 0.39 0.76  0.38

The calculation puts the HOMO-LUMO gap (spin up / spin down) at 8.86 / 7.08 eV. Its multiplicity is 1. Its total charge is +1. As for the molar mass: 87.066 g/mol. The calculation puts the relative energy (zero: lowest compared OMol25 entry of this formula, charge and spin) at 4.0903 eV. The HOMO energy (spin up / spin down) comes out at -17.3 / -17.0 eV.

=====

9.
The ion H3N6 with charge +1 in a non-equilibrium geometry, computed with ωB97M-V/def2-TZVPD.

Last column: Mulliken charge in e.
Geometry (Å):
N 0.37 -1.78 0.79  0.17
N 1.29 -1.29 1.24  -0.26
N -0.74 -0.21 -0.43  -0.26
N -0.63 -1.50 0.06  0.35
N 0.15 0.57 -0.07  0.45
N 0.25 1.80 -0.38  -0.36
H -1.34 -2.17 -0.22  0.33
H 1.06 2.29 0.00  0.30
H -0.41 2.29 -0.98  0.29

The calculation puts the HOMO-LUMO gap (spin up / spin down) at 8.05 / 7.45 eV. Its multiplicity is 3. Its total charge is +1. As for the molar mass: 87.066 g/mol. The calculation puts the relative energy (zero: lowest compared OMol25 entry of this formula, charge and spin) at 0.0000 eV. The HOMO energy (spin up / spin down) comes out at -12.7 / -16.3 eV.

=====

10.
A cluster of 2 separate species, H3NO2S in total in a non-equilibrium geometry, computed with ωB97M-V/def2-TZVPD.

Last column: Mulliken charge in e.
Geometry (Å):
N 1.02 0.00 -0.10  -0.74
O -1.50 -1.30 0.43  -0.41
O -1.79 1.18 0.13  -0.46
S -1.36 -0.15 -0.37  0.73
H 1.07 0.59 0.69  0.30
H 1.29 -0.96 0.06  0.29
H 1.28 0.64 -0.85  0.30

The calculation puts the HOMO-LUMO gap at 10.32 eV. Its multiplicity is 1. As for the molar mass: 81.096 g/mol. The calculation puts the relative energy (zero: lowest compared OMol25 entry of this formula, charge and spin) at 0.3072 eV. The HOMO energy comes out at -10.0 eV.

=====

11.
A structure of composition H3NO2S in a non-equilibrium geometry, computed with ωB97M-V/def2-TZVPD.

Last column: Mulliken charge in e.
Geometry (Å):
N -0.83 -0.28 0.49  -0.48
O 1.53 0.60 0.84  -0.49
O 1.02 -0.71 -1.15  -0.50
S 0.61 0.24 -0.19  0.74
H -0.77 -0.88 1.30  0.26
H -1.42 -0.53 -0.26  0.28
H -0.14 1.56 -1.03  0.19

The calculation puts the HOMO-LUMO gap at 10.91 eV. Its multiplicity is 1. As for the molar mass: 81.096 g/mol. The calculation puts the relative energy (zero: lowest compared OMol25 entry of this formula, charge and spin) at 1.7864 eV. The HOMO energy comes out at -11.0 eV.

=====

12.
A cluster of 2 separate species, H3NO2S in total in a non-equilibrium geometry, computed with ωB97M-V/def2-TZVPD.

Last column: Mulliken charge in e.
Geometry (Å):
N 0.04 -0.44 0.92  -0.45
O 1.54 -0.63 -2.05  -0.21
O -1.58 0.25 -0.95  -0.53
S -0.16 0.20 -0.60  0.53
H 0.72 -0.08 1.51  0.24
H -0.73 -0.91 1.41  0.26
H 0.18 1.61 -0.25  0.15

The calculation puts the HOMO-LUMO gap (spin up / spin down) at 9.54 / 8.44 eV. Its multiplicity is 3. As for the molar mass: 81.096 g/mol. The calculation puts the relative energy (zero: lowest compared OMol25 entry of this formula, charge and spin) at 2.8727 eV. The HOMO energy (spin up / spin down) comes out at -9.1 / -9.7 eV.